No. 1
Density functional theory data (wB97M-V/def2-TZVPD) for a 2-piece molecular cluster, C4H4N4 overall in a non-equilibrium geometry.

Last column: Löwdin charge in e.
Atoms and positions in Å:
N 0.66 -1.39 0.22  0.093
N 1.63 0.51 -0.22  0.065
C -1.59 -0.59 -0.12  -0.151
C -0.23 -0.35 0.46  -0.348
C 0.34 0.90 0.11  -0.508
H -0.71 -0.50 1.56  0.216
N -2.71 -0.42 -0.42  0.155
N -0.21 2.01 0.08  0.182
C 1.69 -0.89 -0.12  -0.256
H 2.17 0.74 -1.46  0.305
H 2.74 -1.28 -0.38  0.154
H -1.04 1.75 0.69  0.092

strongest force on any atom: 7.843 eV Å⁻¹
ΔE to the lowest compared entry with this formula, charge and spin: 375.3 kJ/mol
HOMO level: -10.04 eV
orbital gap: 9.65 eV
calculated total energy: -10168.948 eV



No. 2
Density functional theory data (wB97M-V/def2-TZVPD) for a single C27H27F9N2O3 molecule.

Last column: Löwdin charge in e.
Atoms and positions in Å:
C -0.58 -1.85 -0.76  -0.197
H 1.30 1.75 0.46  0.115
H 1.69 0.28 5.25  0.086
C 1.16 -0.08 4.37  -0.025
C 0.78 -4.14 -1.90  0.017
F 2.96 1.92 -5.32  0.148
C 1.91 0.28 -0.99  -0.152
F 4.58 0.83 -4.44  0.144
F 0.03 1.10 -4.78  0.142
H 1.48 -4.93 -2.18  0.089
F 2.35 4.99 -1.57  0.146
C -2.95 -1.93 2.35  -0.201
C -1.02 1.37 -2.68  -0.101
N 0.87 -1.95 -0.78  -0.015
C -4.06 -0.99 2.82  -0.083
C 1.57 -3.03 -1.26  -0.496
H 2.58 -1.36 0.19  0.141
F -0.22 3.11 -4.07  0.146
N -1.70 -0.07 1.17  0.081
C 2.47 2.47 -2.64  0.055
H -4.79 -0.85 2.03  0.077
H 1.09 -0.58 0.79  0.121
H 2.68 3.31 -3.28  0.137
C -1.46 0.45 -0.12  -0.152
C 2.42 0.09 -2.27  0.056
H -2.07 2.44 0.34  0.130
H -2.04 0.04 5.70  0.082
H -3.65 -0.03 3.09  0.066
C 2.68 1.17 -3.09  -0.095
H 1.25 -1.17 4.33  0.088
H -1.68 3.28 -1.95  0.126
H 1.62 0.35 3.49  0.075
H -0.34 -2.34 1.35  0.132
O -1.02 -0.21 3.33  0.010
H -0.38 1.42 4.41  0.148
C -0.96 0.48 2.19  -0.520
H 2.62 -0.92 -2.62  0.130
C -0.30 0.32 4.46  -0.386
C -2.26 -1.42 1.09  -0.263
F -1.92 1.99 -4.78  0.146
C -0.77 0.04 -2.38  0.052
C -1.71 1.78 -0.43  0.032
C 1.99 2.66 -1.36  -0.086
O 2.78 -3.07 -1.17  0.057
H -1.51 -3.36 0.51  0.122
C 3.24 0.93 -4.46  -0.593
F 0.46 4.36 -0.77  0.141
C -0.97 -0.43 -1.09  -0.095
C 1.70 1.58 -0.53  0.053
H 0.28 -3.79 -2.80  0.087
F 2.79 -0.21 -5.01  0.143
H -4.56 -1.41 3.68  0.075
C -0.98 -0.22 5.71  -0.031
H -0.89 -1.30 5.74  0.085
H -2.23 -2.08 3.16  0.103
F 2.24 4.20 0.42  0.149
H 0.04 -4.55 -1.21  0.080
H -0.98 -2.49 -1.55  0.141
H -3.38 -2.90 2.11  0.119
C 1.62 -0.91 -0.11  -0.064
H -0.39 -0.62 -3.14  0.140
C -0.78 1.89 -4.07  -0.581
O -0.31 1.49 2.05  0.099
C -1.49 2.25 -1.71  0.005
C -1.14 -2.34 0.60  -0.049
H -0.52 0.21 6.59  0.085
C 1.76 4.05 -0.83  -0.580
H -3.02 -1.35 0.31  0.165

strongest force on any atom: 0.804 eV Å⁻¹
SMILES string: CC[C@@H]1C[C@H](N(Cc2cc(C(F)(F)F)cc(C(F)(F)F)c2)C(C)=O)c2cc(C(F)(F)F)ccc2N1C(=O)OC(C)C
HOMO level: -9.32 eV
orbital gap: 9.71 eV
calculated total energy: -62021.543 eV



No. 3
Density functional theory data (wB97M-V/def2-TZVPD) for C2H2BaO2 as an isolated structure in a non-equilibrium geometry.

Last column: Löwdin charge in e.
Atoms and positions in Å:
O 1.78 -0.36 -1.98  -0.217
H 1.14 1.59 -1.27  0.119
O -0.68 0.86 0.23  -0.665
H 1.85 0.85 -2.18  0.151
C 0.55 0.67 -0.34  -0.550
Ba -0.71 -1.19 1.32  1.694
C 1.02 -0.48 -0.89  -0.531

strongest force on any atom: 3.543 eV Å⁻¹
ΔE to the lowest compared entry with this formula, charge and spin: 172.3 kJ/mol
HOMO level: -5.81 eV
orbital gap: 4.42 eV
calculated total energy: -6889.669 eV



No. 4
Density functional theory data (wB97M-V/def2-TZVPD) for a 2-piece molecular cluster, C9H14O overall in a non-equilibrium geometry.

Last column: Löwdin charge in e.
Atoms and positions in Å:
C 0.82 -1.00 -1.60  -0.031
C 1.62 -0.83 -0.48  -0.026
C -0.57 -1.11 -1.49  -0.325
C 1.77 -0.80 1.98  -0.084
H -2.33 -0.99 -0.32  0.118
C 0.97 -0.82 0.77  -0.320
H -1.31 4.12 2.06  0.062
H 0.12 2.46 2.00  0.058
H 1.93 0.13 2.57  0.086
H -1.68 4.25 0.33  0.060
H -2.15 2.79 1.25  0.055
H 1.20 -0.94 -2.63  0.113
C -1.39 3.55 1.12  -0.161
H 0.83 3.37 0.62  0.065
H -0.02 2.08 0.17  0.053
H -0.79 -0.44 1.77  0.122
H 2.66 -0.62 -0.63  0.109
C -0.41 -0.69 0.78  -0.068
O -1.38 -1.69 -2.45  0.027
H 1.39 -1.47 2.77  0.084
H 2.76 -1.24 1.86  0.081
C -1.26 -0.87 -0.31  -0.001
C -0.05 2.81 0.98  -0.176
H -1.03 -1.56 -3.34  0.101

strongest force on any atom: 3.208 eV Å⁻¹
ΔE to the lowest compared entry with this formula, charge and spin: 107.0 kJ/mol
SMILES string: Cc1ccc(O)cc1.CC
HOMO level: -8.34 eV
orbital gap: 9.19 eV
calculated total energy: -11606.528 eV



No. 5
Density functional theory data (wB97M-V/def2-TZVPD) for C4H5O2Pt as an isolated structure in a non-equilibrium geometry.

Last column: Löwdin charge in e.
Atoms and positions in Å:
H 0.18 0.62 1.10  0.101
C 0.44 -0.02 0.24  -0.081
C 1.62 -0.70 0.26  -0.293
H 1.85 -1.34 -0.61  0.129
Pt 2.56 -0.34 2.76  0.686
H -2.27 0.41 -1.88  0.116
C -1.67 0.53 -0.98  -0.218
H -2.46 0.96 0.54  0.149
O -2.01 1.56 -0.15  -0.027
H -0.26 -0.84 -1.65  0.111
C -0.50 -0.14 -0.84  -0.102
O 2.51 -0.69 1.21  -0.572

strongest force on any atom: 18.106 eV Å⁻¹
ΔE to the lowest compared entry with this formula, charge and spin: 47.1 kJ/mol
HOMO level (alpha / beta): -6.61 / -9.07 eV
orbital gap (alpha / beta): 7.05 / 7.34 eV
calculated total energy: -11561.981 eV
2S+1: 4